Here is a structure of composition C18H47N16O14PS in a non-equilibrium geometry from OMol25. Energies are from ωB97M-V/def2-TZVPD.

Structure (XYZ):
```
97
Properties=species:S:1:pos:R:3:forces:R:3
C 5.055693 3.973121 1.202343 0.15 -0.91 0.35
S 4.152384 2.931057 0.086638 -0.30 1.64 -0.43
O 4.514535 3.283486 -1.242207 0.49 -0.40 -0.11
O 2.760261 3.002908 0.411373 0.00 -0.57 0.47
O 4.731753 1.462436 0.457135 -0.95 0.39 -0.40
P 3.755109 0.182698 0.089175 0.94 -1.22 0.87
O 4.561557 -1.032760 0.181119 0.11 -0.10 0.02
O 3.205143 0.430316 -1.367273 -0.13 0.25 0.31
O 2.605826 0.266497 1.152060 -0.06 0.36 -1.13
C 1.226478 0.167557 0.678646 -1.17 0.18 0.79
C 0.362704 0.836478 1.733043 0.54 0.02 0.29
C -1.130277 0.683475 1.450496 0.34 0.20 -0.37
C -1.720626 1.835891 0.659039 -0.36 -0.17 -0.22
C -2.750276 1.543127 -0.233299 0.00 0.39 -0.17
C -3.300820 2.562677 -0.995618 -0.40 -0.09 -0.22
C -2.866625 3.875121 -0.898816 0.27 0.46 0.33
C -1.852805 4.184748 0.005926 -0.16 -0.75 0.06
C -1.306032 3.161071 0.777207 0.68 0.10 0.33
H 4.480110 4.878183 1.354415 -0.09 0.10 -0.28
H 5.139895 3.452580 2.154118 0.05 0.03 0.05
H 6.037006 4.146198 0.776478 0.05 0.13 -0.02
H 3.442277 -0.364266 -1.869528 -0.09 0.09 -0.31
H 0.939710 -0.878967 0.582262 0.32 -0.14 -0.13
H 1.066656 0.679306 -0.266688 0.36 -0.05 -0.16
H 0.676635 1.875341 1.752177 -0.18 0.16 0.10
H 0.643084 0.436340 2.710435 -0.11 -0.20 0.01
H -1.272090 -0.221922 0.856689 -0.21 -0.08 0.05
H -1.694721 0.523627 2.368150 0.03 0.12 0.13
H -3.114167 0.529581 -0.351027 0.10 0.06 0.07
H -4.108553 2.332714 -1.680368 0.02 -0.03 -0.05
H -3.316363 4.655184 -1.499830 -0.04 -0.15 -0.18
H -1.463252 5.183543 0.150678 -0.10 0.14 -0.16
H -0.512222 3.423466 1.479643 -0.52 -0.20 -0.47
C -3.266964 -2.192605 -1.489132 0.04 -0.18 -0.39
O -3.133214 -1.542575 -0.454201 -0.04 -0.31 0.13
N -4.490182 -2.535515 -1.978841 -0.10 0.29 0.07
N -2.199946 -2.616993 -2.214031 0.02 0.19 0.36
H -4.619484 -3.070278 -2.815006 0.04 -0.06 0.02
H -5.295928 -2.239987 -1.458790 0.00 -0.16 0.10
H -1.280798 -2.379312 -1.875228 0.06 -0.11 -0.24
H -2.277504 -3.147483 -3.059387 -0.03 -0.01 -0.01
C 1.657896 -3.176322 -2.866678 0.09 -0.09 0.07
O 0.670370 -2.661844 -2.353617 0.06 0.06 0.00
N 2.630697 -3.777919 -2.134466 -0.03 0.00 -0.12
N 1.857632 -3.175654 -4.216598 -0.11 0.03 -0.06
H 3.457800 -4.202073 -2.527990 0.15 0.13 0.19
H 2.506168 -3.791174 -1.140068 -0.05 -0.03 0.01
H 1.160958 -2.732039 -4.785186 0.02 0.05 0.01
H 2.659561 -3.586587 -4.655463 0.03 0.00 0.05
C 1.312550 3.868107 3.859988 0.05 -0.09 -0.10
O 0.549915 3.925200 2.910037 0.31 0.35 0.60
N 1.066659 4.511992 5.039192 -0.02 0.05 0.01
N 2.471283 3.145904 3.806221 0.16 0.00 -0.07
H 1.679409 4.474765 5.830633 0.02 -0.03 -0.01
H 0.220033 5.045576 5.101120 -0.01 -0.01 -0.01
H 2.666077 2.660228 2.946430 -0.11 -0.02 -0.02
H 3.116563 3.072919 4.569010 -0.05 -0.02 0.05
C -4.094517 7.134234 -2.808744 0.00 0.08 0.04
O -3.932568 6.001824 -3.228675 0.00 0.03 -0.05
N -4.440504 8.173750 -3.627573 -0.02 -0.01 -0.04
N -3.944525 7.457833 -1.487838 0.02 -0.07 0.00
H -4.579015 9.112006 -3.305962 0.01 0.00 0.03
H -4.557682 7.968715 -4.601699 0.01 -0.02 0.00
H -3.692465 6.719216 -0.856781 -0.01 0.01 0.02
H -4.073737 8.382642 -1.126167 0.00 0.02 -0.02
C 0.230540 3.245579 -3.869546 -0.10 0.05 0.09
O 0.997210 3.038992 -4.798808 -0.04 -0.02 0.03
N -1.011605 3.789427 -4.039214 -0.01 0.01 -0.11
N 0.539453 2.961709 -2.570559 0.11 -0.10 0.07
H -1.640061 3.971558 -3.277231 -0.04 0.00 0.00
H -1.295467 4.015273 -4.972767 0.00 0.02 0.00
H 1.446314 2.577767 -2.377452 0.02 0.04 -0.01
H -0.100595 3.124868 -1.812535 -0.01 0.00 0.06
C -4.712947 -5.176211 0.957003 0.08 -0.04 0.05
O -5.698191 -4.540498 0.606864 0.01 -0.01 -0.01
N -4.782740 -6.467227 1.387869 -0.24 -0.11 -0.33
N -3.453669 -4.645066 0.948504 -0.03 0.21 -0.13
H -3.984729 -6.993649 1.689341 0.01 0.11 0.25
H -5.689907 -6.890751 1.414955 -0.03 0.04 -0.02
H -3.355222 -3.692869 0.639282 0.01 0.10 0.03
H -2.640541 -5.155162 1.235930 -0.07 -0.08 0.08
C 6.157909 -4.462709 -1.116298 -0.11 0.17 0.21
O 5.514416 -4.496532 -2.157559 0.03 -0.18 -0.22
N 5.683085 -3.848974 -0.001734 -0.07 -0.36 0.01
N 7.392611 -5.035729 -1.005163 0.00 -0.05 -0.10
H 6.187667 -3.795336 0.861578 0.05 0.08 -0.02
H 4.784780 -3.405337 -0.061368 0.15 0.34 0.00
H 7.761777 -5.492235 -1.817526 0.00 0.01 -0.01
H 7.937053 -5.018248 -0.164931 -0.02 0.04 0.02
C -2.175306 -7.066444 4.408961 0.05 0.02 0.09
O -2.882266 -7.091611 3.414527 0.22 -0.09 0.02
N -2.547846 -6.408675 5.543611 -0.06 0.01 0.00
N -0.961525 -7.691970 4.462189 0.00 -0.01 -0.06
H -1.988257 -6.371320 6.373369 0.02 -0.01 -0.01
H -3.434359 -5.939243 5.529648 0.00 0.01 -0.03
H -0.662909 -8.184052 3.641528 -0.01 -0.01 -0.01
H -0.367220 -7.682728 5.268394 -0.02 0.02 0.02
```
Positions in Å, forces in eV/Å.

The calculation puts the energy at -92071.084 eV. For the largest force on an atom, the calculation gives 1.76 eV Å⁻¹. The HOMO energy is -8.2 eV. For the frontier orbital gap, the calculation gives 0.3098 Eh.

Results of the Mulliken charge analysis, in e, for atoms 1 through 5: -1.10 1.07 -0.61 -0.36 -0.29